44
Properties=species:S:1:pos:R:3:forces:R:3 method="wB97M-V/def2-TZVPD" relative_energy_ev=0.0000 e_tot_ha=-1480.6573 total_charge=+1 e_lumo_ev=-5.83 max_force_ha_per_bohr=0.064 gap_ev=4.6
S 4.1072 -2.1177 -1.8331 -0.982 0.777 0.256
F -1.3465 4.9090 4.9578 0.415 -0.953 -0.097
F -3.5182 4.6324 -2.4334 0.413 -0.948 -0.073
N 1.2644 -1.8276 -1.7759 2.850 1.604 0.219
N 2.1749 -3.8848 -1.8939 1.176 0.832 -0.592
C 4.5893 -3.8448 -1.9683 0.132 -0.594 -0.516
C -0.9400 3.0412 3.5679 -0.274 0.497 -0.135
C 0.3195 1.7482 5.6575 0.053 -0.040 0.076
C -1.7951 1.5832 -1.3852 -0.171 0.078 -0.443
C -1.1925 1.0129 -0.2285 -0.050 0.184 -0.093
C -2.9531 2.6776 -3.6699 -0.276 0.473 -0.173
C -0.5349 1.0941 2.1001 -0.153 0.260 -0.188
C 0.1772 -2.7290 -1.7992 -1.108 -0.761 -0.251
C -1.8107 0.8757 -2.5963 0.253 -0.292 0.343
C 3.3707 -4.7179 -1.6597 -1.349 0.126 0.386
C -2.3838 1.4194 -3.7193 -0.017 -0.058 -0.144
C -2.3872 2.8548 -1.3614 -0.237 0.618 0.232
C -0.8309 3.6669 4.7875 -0.127 0.048 -0.288
C -2.9572 3.3992 -2.4868 0.062 0.048 0.261
C -0.1978 3.0173 5.8334 -0.127 0.487 0.277
C 0.7468 -4.1630 -1.7140 0.819 -0.340 0.086
C -0.4252 1.7524 3.3593 0.100 0.174 0.602
C -1.0950 1.6607 0.9797 0.026 0.195 0.217
C 2.3708 -2.4992 -1.8387 -1.421 -1.493 0.136
C 0.2075 1.1201 4.4410 -0.006 -0.299 -0.418
H 0.8113 1.2527 6.4785 0.040 -0.028 0.092
H -2.3889 0.8645 -4.6436 -0.006 -0.013 -0.095
H 3.3641 -5.0320 -0.6101 0.190 -0.086 0.025
H -0.1219 3.5229 6.7784 0.045 0.101 0.288
H -0.5181 -2.5076 -0.9770 0.006 -0.162 -0.160
H 0.6113 0.1320 4.3048 0.097 -0.233 -0.014
H -2.4211 3.4368 -0.4610 -0.023 0.203 0.219
H -1.4572 2.6686 1.0447 -0.097 0.172 0.041
H -0.1614 0.0888 2.0173 0.205 -0.353 0.064
H 3.3208 -5.6198 -2.2804 0.187 0.221 0.056
H -0.7735 0.0258 -0.3118 0.153 -0.403 -0.153
H 0.5856 -4.6260 -0.7355 -0.159 -0.076 -0.018
H -1.4420 3.5686 2.7808 -0.156 0.212 -0.179
H -1.3528 -0.0964 -2.6340 0.145 -0.261 -0.033
H 0.3842 -4.8282 -2.5044 -0.056 0.083 0.227
H 5.4261 -4.0546 -1.2974 -0.234 0.096 -0.003
H -3.4033 3.1208 -4.5397 -0.108 0.066 -0.260
H 4.9422 -4.0182 -2.9877 -0.094 0.008 0.097
H -0.3658 -2.5796 -2.7424 -0.135 -0.168 0.126

=====

47
Properties=species:S:1:pos:R:3:forces:R:3 method="wB97M-V/def2-TZVPD" e_tot_ha=-1363.2421 smiles="Cc1oc(-c2cc(F)cc(F)c2)nc1CN1CCN(C(=O)c2ccco2)CC1" e_lumo_ev=0.55 max_force_ha_per_bohr=0.026 gap_ev=8.7
F 5.0816 2.5908 -0.9509 -0.039 -0.059 0.010
F 5.3115 -1.9285 0.2889 -0.029 0.056 -0.017
O 0.9045 0.0512 -1.7193 -0.023 -0.289 -0.100
O 0.6703 -0.5389 1.6631 0.362 -0.200 -0.037
O -1.4292 -2.4047 -0.5686 -0.310 0.265 0.052
N 0.4474 1.5399 0.9550 0.921 -0.053 -0.163
N -2.7611 1.9545 0.1969 0.037 0.018 0.021
N -1.2997 0.4097 -1.4876 -0.002 0.138 -0.007
C -0.3238 -1.8084 -1.0817 1.160 -0.655 -0.172
C 2.6226 0.4623 0.6233 0.763 -0.285 -0.119
C -1.5181 -1.1151 2.5911 0.292 -0.062 -0.177
C 0.2003 -3.9231 -0.6011 -0.515 -0.014 0.187
C -3.3249 0.6570 -0.1391 -0.227 0.047 -0.177
C 0.7091 -2.7120 -1.1140 -0.561 0.667 -0.109
C 1.2549 0.5290 1.0820 -0.822 0.808 0.066
C -1.1002 -3.6762 -0.2857 0.499 -0.545 0.032
C -0.7553 1.1242 1.4517 -0.176 -0.885 0.598
C 3.3329 -0.7332 0.7066 0.017 0.026 0.002
C -2.6897 0.0424 -1.4042 -0.335 -0.147 0.159
C -0.2104 -0.3884 -1.4611 -0.148 0.334 -0.157
C 4.6220 -0.7730 0.2160 -0.081 0.244 -0.010
C -1.9652 2.0051 1.4115 -0.056 -0.166 0.097
C 3.2105 1.5936 0.0620 0.007 -0.041 0.023
C 5.2374 0.3303 -0.3481 -0.053 -0.053 -0.003
C -1.0890 1.8356 -1.6707 0.289 0.266 -0.041
C -2.2130 2.6189 -0.9630 -0.022 -0.053 -0.143
C 4.5025 1.5027 -0.4116 -0.130 -0.209 0.167
C -0.6123 -0.1617 1.9023 -0.667 0.875 0.018
H -3.1912 0.4377 -2.2965 0.012 -0.079 0.057
H -3.0473 2.7799 -1.6541 0.084 0.109 -0.030
H -0.9682 -1.6411 3.3694 -0.055 -0.027 0.113
H -3.1939 -0.0184 0.7056 -0.015 -0.053 0.000
H -2.3522 -0.5803 3.0385 -0.035 0.012 0.028
H -0.1124 2.0736 -1.2442 -0.208 0.029 -0.158
H 6.2440 0.2774 -0.7286 0.100 0.000 -0.028
H 0.7279 -4.8466 -0.4810 0.044 -0.231 0.050
H -1.6389 3.0392 1.5391 -0.033 -0.038 0.128
H 1.6992 -2.5088 -1.4654 0.192 0.126 -0.084
H 2.8831 -1.6158 1.1316 -0.013 -0.107 0.035
H -2.6283 1.7434 2.2428 0.084 0.101 0.014
H -1.8705 -4.2973 0.1289 -0.160 0.004 0.038
H -1.0688 2.0809 -2.7396 0.025 0.034 0.019
H -2.8092 -1.0373 -1.3999 -0.069 0.173 -0.093
H 2.6535 2.5119 -0.0091 -0.036 0.135 -0.039
H -1.8342 3.5958 -0.6612 -0.031 0.034 -0.092
H -1.9062 -1.8577 1.8940 -0.067 -0.055 0.019
H -4.4023 0.7798 -0.3139 0.029 -0.195 0.023

=====

52
Properties=species:S:1:pos:R:3:forces:R:3 method="wB97M-V/def2-TZVPD" multiplicity=3 relative_energy_ev=0.0000 e_tot_ha=-6996.7381 e_lumo_ev="-0.62 / -1.35" max_force_ha_per_bohr=0.002 gap_ev="7.0 / 7.0" s_squared=2.0145
Pt -0.9883 0.1638 0.0489 0.058 -0.048 0.056
Te -2.0504 -1.0390 -1.8517 -0.019 0.014 -0.044
Se 1.7439 -1.4917 1.4296 -0.010 0.032 -0.004
Se 1.4135 0.2477 2.9183 0.003 -0.018 -0.004
S -0.0809 3.3235 0.2855 0.024 -0.008 -0.039
F -2.1826 4.7198 1.0155 -0.005 0.001 -0.001
F -0.4026 5.8975 0.6514 0.001 0.014 -0.004
F -0.5690 4.7177 2.4593 -0.002 -0.003 -0.016
O -0.5254 3.4346 -1.0824 -0.009 -0.007 0.041
O -0.7144 2.2030 1.0184 -0.042 0.013 0.000
O 1.3283 3.4522 0.5317 0.012 -0.022 -0.014
N 1.0809 0.2231 -0.7223 -0.020 0.013 0.014
N -1.3399 -0.1196 2.2929 0.060 -0.010 -0.028
C -4.4104 0.7603 -1.0157 -0.012 0.011 0.002
C -0.8529 4.7467 1.1527 -0.008 0.019 0.006
C -7.4966 0.4910 1.1990 0.002 -0.001 -0.001
C -4.0595 -2.9324 -0.0722 0.003 0.002 -0.006
C -3.1238 -0.0284 3.8764 0.020 -0.005 -0.041
C -5.5636 1.0700 -0.3012 -0.002 0.000 -0.009
C -5.7336 -1.1682 0.5001 -0.010 0.010 -0.002
C 2.5930 1.0663 -2.3571 -0.029 0.003 0.003
C 1.3292 0.9734 -1.7998 0.027 0.007 0.007
C -2.2154 0.2116 4.8944 0.019 0.004 0.004
C -3.7282 1.8422 -1.8059 0.006 -0.007 0.010
C 3.3749 -0.4036 -0.6489 -0.015 0.023 -0.014
C 3.6298 0.3597 -1.7790 0.016 -0.020 0.010
C 2.0857 -0.4395 -0.1455 0.008 -0.023 0.001
C -3.9162 -0.5510 -0.9468 0.007 0.026 0.005
C -2.6420 -0.1956 2.5916 -0.052 0.014 0.041
C -4.5800 -1.5256 -0.1915 0.012 -0.022 0.008
C -6.2376 0.1254 0.4616 0.000 -0.012 0.003
C -0.8655 0.2545 4.5931 -0.019 -0.001 0.027
C -0.4686 0.0926 3.2721 -0.016 -0.004 -0.017
H -0.1215 0.4020 5.3634 -0.006 0.000 0.005
H -4.3551 2.7314 -1.8585 0.000 -0.004 0.006
H -8.3492 0.5186 0.5172 -0.001 -0.001 0.003
H -4.7385 -3.5466 0.5181 -0.004 0.003 0.002
H -4.1870 -0.0818 4.0614 -0.001 -0.004 -0.004
H -3.0766 -2.9470 0.4070 -0.004 -0.002 -0.003
H -6.2475 -1.9228 1.0867 -0.001 -0.001 -0.002
H -3.3156 -0.3796 1.7619 -0.002 0.005 0.004
H -5.9432 2.0854 -0.3437 0.003 0.000 0.000
H -7.7217 -0.2336 1.9813 -0.002 0.001 0.000
H -3.5118 1.5139 -2.8243 0.000 -0.012 -0.001
H -2.7746 2.1279 -1.3552 0.008 0.012 -0.004
H -3.9414 -3.3991 -1.0519 0.002 -0.001 0.001
H 4.6305 0.4107 -2.1873 0.000 0.002 0.001
H 2.7455 1.6941 -3.2227 0.001 -0.001 -0.001
H 0.4877 1.5215 -2.1996 -0.006 -0.001 0.000
H -2.5502 0.3479 5.9144 0.002 0.001 0.000
H 4.1595 -0.9494 -0.1458 0.006 0.003 -0.001
H -7.4128 1.4771 1.6566 -0.001 0.000 0.000

=====

49
Properties=species:S:1:pos:R:3:forces:R:3 method="wB97M-V/def2-TZVPD" relative_energy_ev=0.0000 e_tot_ha=-1427.6008 smiles="O=C(N1CCOCC1)N1Cc2c(-c3noc(C4CC4)n3)ncn2-c2ccc(F)cc21" e_lumo_ev=0.57 max_force_ha_per_bohr=0.062 gap_ev=9.0
F -1.8331 6.2633 -0.4726 -0.197 0.439 -0.010
O 0.4289 1.1430 -2.5751 0.396 -0.032 -0.481
O 4.3704 2.9549 -1.6704 -0.129 0.255 0.407
O -0.0962 -4.0321 1.1183 0.350 0.426 0.433
N 0.3286 -2.9560 3.0080 -0.420 0.089 -0.720
N -0.8415 -0.1868 3.5853 -0.968 0.521 -1.568
N -1.2579 1.3866 2.0285 0.258 0.017 1.189
N 1.5859 2.9005 -1.6363 -2.446 -0.796 1.914
N -0.2957 1.7411 -0.5679 -0.148 0.576 1.520
N -0.4946 -2.6765 0.9049 0.145 -0.546 0.706
C -0.2430 -2.1009 2.0548 0.175 -0.805 0.249
C -1.2816 1.0450 3.3706 0.812 -1.001 0.891
C -1.1372 4.0614 -0.5606 0.482 -0.800 0.175
C 3.6302 2.6519 -2.8422 -0.144 -0.097 -0.527
C -1.4609 2.6101 1.3906 0.092 1.790 -0.772
C 0.3835 -4.0968 2.3783 0.063 0.158 0.316
C -0.6334 0.3628 -0.1462 0.542 -0.021 0.596
C 0.9646 -5.3583 2.9760 -0.431 0.337 -0.344
C 2.3097 3.2485 -0.3897 -0.205 0.739 -0.425
C -2.0567 3.6818 2.0620 -0.316 -0.001 0.010
C -1.7264 5.0848 0.1423 -0.286 -0.671 0.644
C 0.4466 -6.7655 2.6777 0.073 -0.050 -0.241
C 2.2636 3.2872 -2.8450 0.283 -0.834 -0.161
C -0.9608 2.8125 0.0578 -0.219 -0.318 1.132
C -0.6219 -0.7041 2.3089 0.672 1.179 -0.308
C 1.7846 -6.3225 2.1576 0.960 -0.031 -0.446
C 0.5702 1.8981 -1.6366 1.263 0.515 -1.459
C -2.2268 4.9107 1.4348 0.307 0.129 -0.622
C -0.7845 0.3192 1.3641 0.220 -2.158 -0.477
C 3.6793 2.5992 -0.4513 0.618 0.238 -0.359
H 1.8947 -6.1251 1.0889 -0.206 0.034 0.333
H 1.7252 3.0302 -3.7655 -0.103 -0.226 0.492
H 4.1226 2.9880 -3.7579 0.655 0.211 0.456
H 3.6194 1.5058 -0.3815 -0.252 0.018 -0.104
H -1.5124 1.6556 4.2422 -0.105 0.344 -0.802
H -0.7575 4.2255 -1.5634 -0.105 0.027 0.130
H 4.2915 2.9338 0.4024 -0.037 0.023 -0.512
H -2.4172 3.5942 3.0996 0.205 -0.223 -0.677
H -2.7528 5.7282 1.9052 0.120 0.018 0.145
H 0.1966 -0.3015 -0.4420 -0.501 0.272 0.061
H -1.5465 -0.0169 -0.5936 -0.143 0.099 -0.387
H 3.5161 1.5868 -2.9591 -0.073 -0.726 0.164
H 0.5103 -7.5121 3.4749 -0.370 0.517 -0.126
H 2.4019 4.3712 -0.2868 -0.034 -1.071 -0.305
H 2.4114 4.3440 -2.8503 -0.099 1.042 0.172
H 1.3147 -5.1951 3.9874 -0.132 0.201 -0.114
H -0.4146 -6.8715 1.9894 0.820 0.093 0.420
H 1.7836 2.9063 0.5060 -0.147 -0.103 -0.295
H 2.7489 -6.6809 2.6071 -1.297 0.204 -0.311

=====

49
Properties=species:S:1:pos:R:3:forces:R:3 method="wB97M-V/def2-TZVPD" relative_energy_ev=0.2970 e_tot_ha=-1427.5898 smiles="O=C(N1CCOCC1)N1Cc2c(-c3noc(C4CC4)n3)ncn2-c2ccc(F)cc21" e_lumo_ev=0.62 max_force_ha_per_bohr=0.053 gap_ev=9.1
F -3.1897 4.5322 3.5977 0.153 -0.412 0.127
O -3.4696 0.8299 0.2346 -0.163 0.355 -0.642
O 3.4437 -3.2763 -0.3285 -0.526 -0.215 0.851
O -1.2345 1.5963 -4.1876 -0.034 -0.022 0.554
N -1.9232 0.9804 -1.4406 0.224 0.799 1.136
N 3.1520 0.6399 1.5502 0.337 -0.583 -0.038
N 1.1884 1.5399 1.8822 -1.104 -0.963 -0.305
N 1.4572 -2.5736 0.3772 1.316 -1.162 -0.087
N -1.3675 0.9358 0.9449 1.981 0.189 -0.320
N 3.6412 -1.9392 0.1321 -1.120 -0.556 -0.389
C -2.6157 1.6147 -3.7940 0.468 -0.531 0.483
C 0.0836 2.3004 2.3056 -0.487 0.979 1.080
C -2.1456 3.7544 3.2480 0.670 -0.091 -0.935
C 2.1304 -5.8194 -1.5459 0.859 0.654 1.187
C -2.2936 0.9307 -0.0844 -2.430 -0.288 -1.235
C -2.8800 0.7278 -2.5490 0.920 -0.071 -0.309
C -0.3853 2.0365 -3.1088 -1.347 -0.907 0.004
C -0.4657 -0.2023 1.0632 0.741 0.398 1.226
C 2.1674 -3.6151 -0.0658 -0.754 1.292 -0.174
C 0.2568 3.3435 3.2053 -1.539 -0.046 0.251
C 1.6724 -5.0275 -0.2907 0.407 0.006 -0.193
C -2.3386 2.7007 2.3505 0.251 0.501 0.585
C 0.9597 0.2946 1.3018 -0.450 -0.070 -0.224
C 2.1818 -0.2682 1.0826 0.050 1.531 0.739
C -0.8780 4.0795 3.6671 1.968 0.077 0.571
C 2.4323 -1.5880 0.5116 0.935 -0.536 -0.249
C -0.5288 1.1356 -1.8646 -0.283 -0.550 -0.701
C -1.2328 1.9793 1.8965 -0.266 -0.394 -0.825
C 2.5465 1.6863 2.0552 -0.025 -1.219 -1.045
C 2.6735 -6.1880 -0.1505 -0.672 0.723 -1.199
H 1.4229 -6.4984 -2.0095 0.024 0.258 0.067
H 3.7066 -5.9440 0.0333 0.064 0.204 0.083
H -2.7895 -0.3059 -2.9057 0.159 -0.064 0.312
H -0.6578 4.8728 4.3993 -0.533 -0.341 -0.500
H 0.6381 -5.1969 0.0722 0.924 0.277 -0.307
H -3.1711 1.1760 -4.6349 0.138 0.235 0.253
H 1.2488 3.5178 3.6062 -0.189 0.296 -0.015
H -2.9841 2.6310 -3.6115 0.269 0.102 -0.049
H -0.7111 3.0457 -2.8821 0.215 0.420 0.375
H -0.5073 -0.8611 0.2003 -0.001 0.167 -0.108
H 0.6509 2.0226 -3.4285 -0.003 0.007 -0.280
H -0.1966 0.1003 -2.0717 0.518 0.537 -0.210
H 2.3479 -7.1030 0.3246 -0.209 0.093 -0.072
H -3.8944 0.8666 -2.2312 -0.383 0.153 0.468
H 0.1012 1.5880 -1.1061 -0.133 -0.161 0.435
H -3.3524 2.4910 2.0531 0.029 -0.330 -0.302
H -0.7922 -0.8124 1.9394 0.267 0.220 -0.491
H 2.8336 -5.2790 -2.2216 -0.721 -0.604 0.622
H 3.0682 2.5481 2.4789 -0.517 -0.359 -0.204